[1]
C20H21N5O3Ru | ωB97M-V/def2-TZVPD

```
! wB97M-V def2-TZVPD RIJCOSX def2/J DEFGRID3
* xyz 4 5
N 0.79 1.80 -0.91
C 0.82 2.96 -0.82
C 0.87 4.40 -0.72
H -0.15 4.82 -0.75
H 1.46 4.82 -1.55
H 1.34 4.67 0.24
N 2.34 -1.45 -1.24
C 3.32 -2.09 -1.30
C 4.52 -2.87 -1.42
H 5.20 -2.43 -2.16
H 4.27 -3.90 -1.72
H 5.03 -2.90 -0.44
N -1.26 -1.35 -0.90
C -2.31 -1.84 -0.81
C -3.61 -2.47 -0.72
H -3.56 -3.27 0.04
H -3.91 -2.90 -1.69
H -4.36 -1.72 -0.41
Ru 0.88 -0.51 -0.01
C 0.78 -2.13 0.83
O 0.74 -3.16 1.38
C 2.32 0.25 0.84
O 3.23 0.72 1.39
C 1.13 1.00 -3.74
C -0.26 1.07 -3.62
C -1.02 -0.10 -3.62
C -0.39 -1.34 -3.74
C 1.00 -1.41 -3.86
C 1.76 -0.24 -3.86
H 1.73 1.91 -3.73
H -0.76 2.03 -3.51
H -2.10 -0.04 -3.51
H -0.97 -2.26 -3.73
H 1.49 -2.38 -3.95
H 2.85 -0.28 -3.95
N -2.85 0.62 6.06
C -2.06 1.53 5.40
O -1.77 2.61 5.89
C -1.57 1.10 4.05
C -1.95 -0.08 3.41
C -1.37 -0.43 2.18
N -0.38 0.30 1.63
C -0.13 1.52 2.16
C -0.68 1.92 3.37
H -3.15 0.84 6.99
H -3.03 -0.31 5.72
H -2.69 -0.76 3.81
H -1.71 -1.31 1.64
H 0.53 2.18 1.59
H -0.38 2.88 3.77
*
```

Computed properties:
Strongest force on any atom = 10.1 eV/A
Molecular weight = 480.49 Da
Calculated total energy = -1367.39113 hartree
Kohn-Sham gap (spin up / spin down) = 0.2303 / 0.1746 Eh
E_LUMO (spin up / spin down) = -0.470 / -0.602 Eh
Expectation value of S² = 6.08


[2]
C19H22BrCl2NO3 | ωB97M-V/def2-TZVPD

```
! wB97M-V def2-TZVPD RIJCOSX def2/J DEFGRID3
* xyz 0 1
C 0.45 -4.12 0.01
H -0.61 -4.18 0.26
O 1.08 -3.05 0.68
C 0.65 -1.78 0.44
C -0.39 -1.45 -0.41
C -0.78 -0.12 -0.60
C -0.11 0.88 0.08
C 0.93 0.55 0.93
C 1.33 -0.76 1.13
O 2.34 -1.03 2.02
C 3.53 -1.55 1.45
C 4.23 -0.50 0.63
C 5.00 0.46 1.27
C 5.58 1.51 0.58
C 5.37 1.61 -0.79
C 4.60 0.68 -1.46
C 4.03 -0.37 -0.74
Cl 3.08 -1.51 -1.62
H 4.44 0.76 -2.52
Cl 6.07 2.91 -1.68
H 6.17 2.25 1.09
H 5.14 0.39 2.33
H 4.15 -1.83 2.31
H 3.31 -2.45 0.85
Br 1.85 1.91 1.87
H -0.41 1.91 -0.06
C -1.89 0.23 -1.55
N -2.69 1.34 -1.04
H -3.08 1.87 -1.80
C -3.78 1.04 -0.11
C -4.85 0.11 -0.70
H -5.23 0.53 -1.63
H -5.68 0.02 0.00
H -4.45 -0.88 -0.88
C -3.23 0.46 1.19
H -4.04 0.36 1.92
H -2.46 1.11 1.60
H -2.80 -0.52 1.02
C -4.42 2.41 0.19
O -4.94 2.95 -1.01
H -5.29 3.83 -0.83
H -3.65 3.08 0.60
H -5.22 2.29 0.93
H -2.48 -0.67 -1.77
H -1.44 0.57 -2.48
H -0.92 -2.22 -0.95
H 0.56 -4.02 -1.08
H 0.96 -5.02 0.35
*
```

Computed properties:
SMILES string = COc1cc(CNC(C)(C)CO)cc(Br)c1OCc1ccc(Cl)cc1Cl
Strongest force on any atom = 0.6 eV/A
Molecular weight = 463.20 Da
Calculated total energy = -4512.06803 hartree
Kohn-Sham gap = 0.3279 Eh
E_LUMO = 0.022 Eh


[3]
C3H8N3S2 | ωB97M-V/def2-TZVPD

```
! wB97M-V def2-TZVPD RIJCOSX def2/J DEFGRID3
* xyz 1 1
C -0.06 1.32 0.05
C 0.81 0.65 -0.73
C -1.30 -1.37 -0.19
N 0.32 1.91 1.23
N 2.04 0.51 -0.48
N -1.27 -2.66 0.05
S -1.66 1.57 -0.54
S -2.49 -0.33 0.29
H 0.42 0.42 -1.75
H -0.29 -1.20 -0.65
H 1.03 2.63 1.29
H -0.33 1.83 2.02
H 2.47 0.67 0.43
H 2.85 0.32 -1.04
H -2.16 -3.21 0.25
H -0.39 -3.05 -0.25
*
```

Computed properties:
SMILES string = N/C=C(\N)SSC=[NH2+]
Strongest force on any atom = 6.1 eV/A
Molecular weight = 150.25 Da
Calculated total energy = -1079.45378 hartree
Kohn-Sham gap = 0.2705 Eh
E_LUMO = -0.154 Eh


Question: Which of these has the lowest molecular weight?
Answer: C3H8N3S2


What did the third record say?
C3H8N3S2 | ωB97M-V/def2-TZVPD

```
! wB97M-V def2-TZVPD RIJCOSX def2/J DEFGRID3
* xyz 1 1
C -0.06 1.32 0.05
C 0.81 0.65 -0.73
C -1.30 -1.37 -0.19
N 0.32 1.91 1.23
N 2.04 0.51 -0.48
N -1.27 -2.66 0.05
S -1.66 1.57 -0.54
S -2.49 -0.33 0.29
H 0.42 0.42 -1.75
H -0.29 -1.20 -0.65
H 1.03 2.63 1.29
H -0.33 1.83 2.02
H 2.47 0.67 0.43
H 2.85 0.32 -1.04
H -2.16 -3.21 0.25
H -0.39 -3.05 -0.25
*
```

Computed properties:
SMILES string = N/C=C(\N)SSC=[NH2+]
Strongest force on any atom = 6.1 eV/A
Molecular weight = 150.25 Da
Calculated total energy = -1079.45378 hartree
Kohn-Sham gap = 0.2705 Eh
E_LUMO = -0.154 Eh


Question: The highest strongest force on any atom belongs to which entry?
Answer: C20H21N5O3Ru


Question: Number 1 is which compound?
Answer: C20H21N5O3Ru